No. 1
C3H5NO2 in the gas phase. Source: OMol25; level of theory: ωB97M-V/def2-TZVPD.

Results
SMILES string   [H]/N=C/OC(C)=O
HOMO-LUMO gap   0.4116 Ha
M   87.1 u
Net charge   0

Geometry as XYZ:
```
11
Properties=species:S:1:pos:R:3:forces:R:3
C 1.036687 -0.581042 -0.889770 0.1 0.0 0.0
C 0.079125 0.562260 -0.738758 0.4 0.6 -0.6
O -0.537219 1.125701 -1.580018 0.5 -0.1 0.5
O 0.258015 1.212738 0.616946 -0.3 -0.2 -0.4
C -0.653362 0.551875 1.326222 -0.4 -0.4 -0.2
N -1.286022 -0.313234 0.650386 -0.3 -0.1 0.4
H 1.939354 -0.136419 -1.317676 0.1 -0.2 0.0
H 1.277157 -1.039644 0.069096 0.0 0.1 -0.1
H 0.651849 -1.337857 -1.577762 0.0 0.3 0.1
H -0.745762 0.816676 2.385274 0.1 0.0 -0.3
H -2.019823 -0.861053 1.056061 -0.2 -0.1 0.6
```
Positions in Å, forces in eV/Å.

No. 2
A 2-piece molecular cluster, C4H10NO overall. Source: OMol25; level of theory: ωB97M-V/def2-TZVPD.

Results
HOMO-LUMO gap   0.3326 Ha
M   88.1 u
Net charge   +1

Geometry as XYZ:
```
16
Properties=species:S:1:pos:R:3:forces:R:3
C 0.868909 -0.414221 2.461958 -0.1 -0.1 -0.2
C 0.609215 -0.871480 1.063924 0.1 -0.1 0.1
C -0.294694 -0.505227 0.182272 0.1 -0.2 -0.3
N 1.541853 -1.981947 0.648361 -0.2 0.1 0.1
H 0.116645 0.301812 2.780824 0.0 0.0 -0.1
H 0.832166 -1.268777 3.141598 0.0 0.1 0.1
H 1.850072 0.056615 2.549357 0.0 0.0 0.0
H -0.354665 -0.973233 -0.796521 -0.1 0.1 0.0
H -1.006209 0.270395 0.404251 -0.1 0.1 0.1
H 1.235968 -2.874348 1.043184 0.0 -0.1 0.0
H 2.487288 -1.812257 0.995645 0.1 0.0 -0.1
H 1.575324 -2.076497 -0.367311 0.0 0.0 0.0
O -1.588676 1.658693 -2.816685 0.0 -0.1 -0.1
C -1.474461 2.362812 -1.855929 -0.2 -0.1 0.1
H -2.291668 3.020355 -1.510558 0.1 0.1 -0.1
H -0.555297 2.338791 -1.245185 0.1 0.2 0.1
```
Positions in Å, forces in eV/Å.

No. 3
A 4-piece molecular cluster, C4H5NO4 overall in a non-equilibrium geometry. Source: OMol25; level of theory: ωB97M-V/def2-TZVPD.

Results
HOMO-LUMO gap   0.1828 Ha
M   131.1 u
Net charge   0

Geometry as XYZ:
```
14
Properties=species:S:1:pos:R:3:forces:R:3
C -0.392013 0.568760 0.113135 -2.3 -3.5 0.2
C -0.730927 -0.802660 0.171748 -4.2 0.0 -1.3
C 1.393995 -0.717679 -0.143531 6.1 -6.5 2.5
C 0.955945 0.478268 -0.176647 -0.9 9.8 -0.1
H -1.079111 2.400113 1.333133 -0.8 -2.6 -4.3
H -2.657762 1.413858 -0.157475 5.5 0.6 1.1
H -2.060819 -2.218892 -0.584212 0.3 4.0 2.5
H 2.446726 -3.038542 -0.329329 0.5 1.5 0.5
H 0.899426 2.423613 -0.401924 2.1 -1.9 0.6
N -1.200087 1.683777 0.050714 -3.9 2.6 3.2
O -2.066958 -1.262315 -0.010688 2.2 -2.9 -1.6
O 0.220238 -1.682567 -0.027995 2.4 2.2 0.3
O 2.608779 -0.986404 0.340789 -4.3 -2.3 -2.5
O 1.662564 1.740672 -0.177720 -2.7 -0.9 -1.0
```
Positions in Å, forces in eV/Å.

No. 4
C49H40GeN5OReSSe as an isolated structure in a non-equilibrium geometry. Source: OMol25; level of theory: ωB97M-V/def2-TZVPD.

Results
HOMO-LUMO gap (spin up / spin down)   0.2245 / 0.2245 Ha
M   1084.7 u
Net charge   +2

Geometry as XYZ:
```
99
Properties=species:S:1:pos:R:3:forces:R:3
Re -0.073801 0.481991 0.322518 -0.5 -2.4 -0.7
C 4.196437 -0.225900 1.232078 0.0 0.0 0.0
C 2.720743 -0.030903 1.239580 0.3 -0.1 -0.2
N 2.013401 0.125937 0.180653 0.0 0.2 0.1
N 2.581775 0.116535 -1.061639 -0.2 0.0 0.1
C 1.662165 0.328190 -1.961822 0.2 0.0 -0.3
O 0.396507 0.546929 -1.660483 0.2 0.2 0.9
C 2.033724 0.349338 -3.381741 -0.2 0.2 0.0
C 3.374440 0.370261 -3.766493 0.0 0.0 0.0
C 3.698936 0.387136 -5.112217 0.0 0.0 0.0
C 2.691692 0.373611 -6.072031 0.0 0.0 0.0
C 1.355935 0.345785 -5.689632 0.0 0.0 0.0
C 1.024743 0.341547 -4.344783 0.0 0.0 0.0
C 1.937522 0.015060 2.472571 -0.1 0.0 0.3
C 2.486786 -0.204903 3.718154 0.2 0.0 0.1
C 1.675827 -0.163201 4.840772 0.1 0.0 0.1
C 0.329638 0.113554 4.689748 0.0 0.0 0.0
C -0.167421 0.328806 3.421292 0.1 0.0 -0.1
N 0.617591 0.281304 2.333026 0.0 0.2 -0.2
H 4.561200 -0.194871 0.212963 0.0 0.0 -0.1
H 4.459818 -1.191509 1.670925 0.0 0.0 0.0
H 4.684164 0.559719 1.814066 0.0 0.0 0.0
H 4.146766 0.372632 -3.009502 0.0 0.0 0.0
H 4.736627 0.415606 -5.419317 0.0 0.0 0.0
H 2.950429 0.385292 -7.124076 0.0 0.0 0.1
H 0.579471 0.329930 -6.444452 0.0 0.0 0.1
H -0.011608 0.316639 -4.030900 0.0 0.0 0.0
H 3.545059 -0.413260 3.801276 -0.1 0.0 0.0
H 2.093862 -0.347221 5.822405 0.0 0.0 0.0
H -0.341126 0.149094 5.537045 0.0 0.0 0.0
H -1.209462 0.543422 3.255350 -0.1 0.0 0.0
Se -2.109671 1.698935 0.612734 0.4 0.0 -0.1
C -3.809327 0.882290 0.476991 0.0 -0.3 0.0
C -4.064565 -0.107536 -0.466377 -0.1 0.0 0.0
C -5.361122 -0.574285 -0.609882 0.0 0.0 0.0
C -6.376341 -0.074821 0.198199 0.0 0.0 0.0
C -6.107325 0.911329 1.139804 0.0 0.0 0.0
C -4.821760 1.410695 1.271905 0.0 0.0 0.0
H -3.268519 -0.469531 -1.099572 0.1 -0.1 -0.1
H -5.588795 -1.318129 -1.360955 0.0 0.0 0.0
H -7.386429 -0.446644 0.083236 0.0 0.0 0.0
H -6.903410 1.302523 1.760167 0.0 0.0 0.0
H -4.604702 2.197639 1.983880 0.0 0.0 0.0
S 0.762558 7.257029 0.405421 0.0 0.0 0.0
C 0.727362 5.478890 0.404564 0.1 0.0 0.1
C 0.903684 4.747448 -0.764477 0.0 0.0 0.0
C 0.880442 3.370079 -0.707967 0.0 -0.1 0.2
N 0.692658 2.688259 0.441170 -0.1 0.4 -0.1
C 0.559868 3.404218 1.575432 0.2 -0.1 -0.3
C 0.577121 4.781612 1.600092 0.1 0.0 0.0
C -0.871777 7.532619 -0.267544 0.1 0.1 0.0
C -1.940918 7.705311 0.597554 -0.1 0.0 0.0
C -3.185410 7.984033 0.045614 0.1 0.0 -0.3
N -3.394423 8.089555 -1.267730 0.1 0.0 0.1
C -2.352649 7.927548 -2.084175 -0.1 0.0 0.2
C -1.067520 7.648816 -1.633626 -0.1 0.0 -0.1
H 1.060151 5.242597 -1.713376 0.0 0.0 0.0
H 1.016475 2.787386 -1.606775 -0.1 0.0 0.0
H 0.436966 2.846863 2.493707 -0.1 0.0 0.0
H 0.464269 5.310584 2.537209 0.0 0.0 0.0
H -1.808062 7.642170 1.670081 0.0 0.0 0.0
H -4.048172 8.137774 0.684792 0.0 0.0 0.0
H -2.550945 8.036049 -3.144942 0.0 0.0 0.0
H -0.246028 7.545507 -2.331601 0.0 0.0 0.0
C -0.377593 -1.268891 0.289654 -0.1 2.1 -0.1
Ge 0.192535 -3.193838 0.326762 -0.3 -0.2 0.1
C 1.603178 -3.207316 -0.992009 0.1 -0.1 0.0
C 2.872058 -3.743660 -0.766754 0.0 0.1 -0.2
C 3.794609 -3.813148 -1.804281 0.0 0.1 0.0
C 3.455598 -3.354325 -3.071490 0.0 0.0 0.1
C 2.193776 -2.821299 -3.303808 0.0 0.0 0.0
C 1.270651 -2.748514 -2.271100 0.1 -0.1 0.1
C -1.342618 -4.247314 -0.187228 0.0 0.0 0.0
C -2.550714 -3.632298 -0.505984 0.0 -0.3 0.0
C -3.647579 -4.398051 -0.884108 0.1 0.1 0.0
C -3.542030 -5.778945 -0.946090 0.0 0.0 0.0
C -2.341825 -6.399315 -0.628408 0.1 0.0 0.0
C -1.245326 -5.638788 -0.251137 0.1 0.1 0.0
C 0.605376 -3.342166 2.223362 0.1 0.0 0.1
C 1.799915 -3.844779 2.746061 -0.2 0.1 0.2
C 1.949646 -4.013902 4.118972 0.0 0.0 0.0
C 0.908595 -3.690470 4.981188 0.0 0.0 -0.1
C -0.281730 -3.185520 4.472377 -0.1 0.0 0.0
C -0.431949 -3.009266 3.102947 0.1 -0.1 0.0
H 3.153100 -4.127551 0.202271 0.0 0.0 0.0
H 4.775252 -4.236079 -1.623898 0.0 0.0 0.0
H 4.170801 -3.424137 -3.881072 0.0 0.0 0.0
H 1.928074 -2.466159 -4.293547 0.0 0.0 0.1
H 0.277643 -2.349653 -2.467556 0.0 0.0 0.0
H -2.634333 -2.559073 -0.452494 -0.1 0.2 0.0
H -4.584561 -3.917539 -1.127764 -0.1 0.0 0.0
H -4.395563 -6.375097 -1.240912 0.0 0.0 0.0
H -2.258969 -7.477754 -0.674811 0.0 0.0 0.0
H -0.310297 -6.132967 -0.007093 0.0 0.0 0.0
H 2.615214 -4.125750 2.097000 0.0 0.0 0.0
H 2.874139 -4.418562 4.513574 0.0 0.0 0.0
H 1.018540 -3.851318 6.046815 0.0 0.0 0.0
H -1.101618 -2.948147 5.142212 0.0 0.0 0.0
H -1.377490 -2.641728 2.709496 0.0 0.0 0.0
```
Positions in Å, forces in eV/Å.

No. 5
A 7-piece molecular cluster, C5H23NO8 overall in a non-equilibrium geometry. Source: OMol25; level of theory: ωB97M-V/def2-TZVPD.

Results
HOMO-LUMO gap   0.2501 Ha
M   225.2 u
Net charge   -2

Geometry as XYZ:
```
37
Properties=species:S:1:pos:R:3:forces:R:3
C -1.250637 1.302959 1.175434 0.7 3.1 0.7
C -0.177383 1.056996 0.064684 0.3 -1.3 0.2
C 1.061433 0.474909 0.833327 0.4 0.4 0.1
C 2.322514 0.409615 0.054314 2.3 -0.2 -2.8
O 2.994742 1.684639 -0.190153 0.0 0.6 1.2
N -0.752872 0.124900 -0.933138 0.8 0.8 0.3
C -0.197951 0.327785 -2.325926 0.7 -2.3 -0.2
O 1.081410 0.770523 -2.495175 -0.8 1.4 0.2
H -0.973192 0.966300 2.195655 0.2 0.0 -0.7
H -1.407704 2.434902 1.286528 0.3 -1.4 0.1
H -2.245002 0.962877 1.013859 -0.6 -0.8 -0.8
H 0.288351 1.927684 -0.531924 -1.1 -1.2 0.9
H 0.818182 -0.554115 1.105747 -0.1 0.0 0.3
H 1.369207 1.041986 1.743849 -0.9 -0.2 -0.3
H 2.205798 0.087291 -0.997393 -0.8 -0.6 0.8
H 3.144665 -0.223159 0.454971 -0.8 0.2 0.5
H -0.824270 -0.840234 -0.612482 0.7 0.4 -0.1
H -0.194648 -0.668399 -2.890184 -0.9 0.5 0.8
H -1.020737 0.920610 -2.693800 0.0 1.0 -1.2
H -0.763681 -3.160596 0.131721 0.1 -0.1 -0.5
H 0.757607 2.344404 -2.722581 0.5 -0.5 -0.1
O -0.250109 -2.736861 -0.597578 0.0 -0.3 0.3
H -1.986608 -3.926604 1.561638 0.5 -0.1 -1.4
H -2.760785 -2.785203 0.688353 0.0 0.0 0.3
O -2.476077 -3.704141 0.666847 -0.5 0.0 0.7
H 2.851557 1.975706 -1.093924 -0.5 -0.5 -0.1
H 1.353242 3.708429 -2.285263 -0.1 -0.2 -0.2
O 0.676414 3.345434 -2.871786 0.0 0.6 0.2
H -0.479754 -3.212024 3.211785 -0.6 0.6 -0.7
H -0.341293 -1.996713 2.301024 -0.1 0.0 0.0
O -0.608201 -2.206911 3.200533 0.3 -0.1 0.7
H -0.792931 -2.930128 -1.370754 0.1 0.0 0.1
H 0.214267 -4.333277 1.789740 -0.1 -0.2 -0.2
O -0.646848 -4.565514 2.152908 0.2 -0.3 0.8
H -0.072350 4.631349 -0.733696 -0.1 -0.2 -0.2
H -0.483213 3.192658 -0.303054 0.1 2.0 0.5
O -0.433141 4.151922 0.015897 -0.2 -1.2 -0.3
```
Positions in Å, forces in eV/Å.

No. 6
C29H22CrNO3 as an isolated structure in a non-equilibrium geometry. Source: OMol25; level of theory: ωB97M-V/def2-TZVPD.

Results
Spin multiplicity   4
HOMO-LUMO gap (spin up / spin down)   0.2464 / 0.1557 Ha
M   484.5 u
Net charge   +2

Geometry as XYZ:
```
56
Properties=species:S:1:pos:R:3:forces:R:3
O -0.476371 4.615886 5.246347 -0.6 -3.6 -2.2
C -0.649825 3.668515 4.592361 1.0 4.1 2.5
Cr -1.075879 2.265577 3.360507 -1.0 1.7 1.2
C -0.634748 3.562623 2.057249 0.7 3.6 -3.0
O -0.429388 4.456374 1.328762 -0.7 -3.4 2.6
C -2.791961 3.105615 3.323612 -3.8 2.9 -0.5
O -3.744303 3.775816 3.317732 3.2 -2.6 0.1
C -1.362082 0.521480 4.637138 -0.1 -1.2 0.5
C -0.004943 0.864284 4.602056 0.0 0.0 0.6
C 0.648931 1.040611 3.375016 1.6 -0.5 -0.8
C -0.006782 0.759148 2.151947 0.4 0.2 -0.8
C 0.646544 0.985503 0.872648 0.0 0.3 0.2
C 1.170583 1.515827 -0.102530 -0.5 -0.6 1.0
C 1.770024 2.193665 -1.167691 0.1 0.7 0.0
C 0.857748 2.912709 -2.052574 -0.8 0.2 -0.2
C -0.533144 2.623715 -1.964226 -0.1 0.3 -0.2
C -1.480890 3.288307 -2.743929 0.3 0.0 0.1
C -1.081376 4.296983 -3.633692 0.2 -0.2 0.1
C 0.278769 4.611854 -3.728608 -0.2 -0.2 0.2
C 1.222332 3.928857 -2.965558 -0.1 0.0 0.0
C 3.225466 2.238583 -1.155963 0.8 -0.1 0.4
C 3.912013 1.320447 -0.316693 0.3 0.1 0.0
C 5.301888 1.312687 -0.201886 -0.1 0.2 -0.1
C 6.074148 2.231515 -0.929872 -0.3 -0.1 -0.1
C 5.422769 3.153316 -1.757497 0.0 -0.2 0.2
C 4.033313 3.168638 -1.850283 0.1 0.0 0.1
C -1.401679 0.524790 2.207319 0.1 -0.7 -1.5
C -2.050865 0.333768 3.434685 -0.5 -0.2 0.3
H -1.880826 0.415041 5.593144 0.2 0.1 -0.4
H 0.542698 1.033574 5.528853 -0.2 0.1 -0.2
H 1.685513 1.394604 3.337536 -0.4 -0.3 0.1
H -0.876749 1.907772 -1.216708 0.1 0.1 -0.3
H -2.539298 3.034124 -2.640386 0.4 0.1 0.0
H -1.818922 4.825787 -4.242120 0.3 -0.2 0.2
H 0.613820 5.410130 -4.391782 -0.1 -0.3 0.2
H 2.249997 4.239808 -3.057257 -0.5 0.0 -0.2
H 3.329334 0.630267 0.293613 0.2 0.1 -0.2
H 5.784473 0.603858 0.476388 -0.2 0.2 -0.3
H 7.164070 2.228564 -0.848071 -0.4 0.0 0.0
H 5.998010 3.890330 -2.319716 -0.2 -0.2 0.2
H 3.588937 3.969554 -2.419912 0.4 -0.3 0.2
H -1.956103 0.478610 1.263635 0.2 -0.2 0.5
H -3.109416 0.075980 3.441338 0.2 0.2 0.0
C -0.281086 -1.437164 -1.699527 -0.5 0.1 -0.2
N 1.097190 -1.454224 -2.149929 1.2 -1.0 0.2
C 1.940344 -2.533779 -1.984648 0.0 0.2 -0.2
C 3.158632 -2.223890 -2.589423 -1.1 -1.9 1.2
C 3.033246 -0.901469 -3.132591 -1.7 2.4 -0.2
C 1.753662 -0.449726 -2.820042 1.1 0.4 -0.9
H -0.792759 -0.573453 -2.138457 0.2 -0.2 0.1
H -0.773598 -2.364599 -2.022107 0.2 0.2 0.0
H -0.341833 -1.375180 -0.604657 0.3 0.0 -0.3
H 1.568975 -3.425364 -1.498315 0.3 0.1 -0.1
H 4.008386 -2.885877 -2.658691 0.0 0.1 0.0
H 3.779263 -0.350918 -3.687536 -0.1 0.0 0.1
H 1.244417 0.482883 -3.051083 0.2 -0.3 0.0
```
Positions in Å, forces in eV/Å.